# C30H6Cl84F5N2O2

A cluster of 22 separate species, C30H6Cl84F5N2O2 in total at a distorted geometry (ωB97M-V/def2-TZVPD, the OMol25 dataset).

Element x y z (Å)
O 4.979 -1.095 2.393
C 4.191 -1.953 2.565
F 4.564 -3.130 3.090
N 2.805 -1.718 2.157
C 2.695 -2.336 0.854
O 2.842 -3.520 0.737
C 2.438 -1.540 -0.450
C 2.697 -0.112 -0.442
C 2.463 0.574 -1.715
C 2.791 2.111 -1.713
F 1.871 2.823 -2.427
F 2.889 2.570 -0.417
C 4.259 2.247 -2.331
F 5.010 1.131 -1.953
F 4.931 3.337 -1.851
C 1.973 -0.107 -2.895
C 1.755 -1.543 -2.755
N 2.011 -2.172 -1.566
H 2.710 -0.703 2.098
H 3.054 0.420 0.462
H 4.201 2.204 -3.449
H 1.790 0.420 -3.868
H 1.382 -2.108 -3.635
H 1.857 -3.186 -1.577
C -0.560 -0.439 -6.683
Cl -2.125 -0.985 -6.064
Cl -0.726 1.171 -7.393
Cl 0.603 -0.359 -5.332
Cl 0.043 -1.589 -7.898
C -1.480 -3.888 -0.739
Cl -3.174 -3.538 -1.125
Cl -0.432 -2.676 -1.523
Cl -1.246 -3.814 1.013
Cl -1.039 -5.495 -1.333
C 2.450 -4.570 -9.488
Cl 3.031 -5.697 -10.724
Cl 3.605 -3.237 -9.311
Cl 0.868 -3.928 -9.970
Cl 2.293 -5.420 -7.939
C -3.687 0.107 -10.014
Cl -2.219 -0.735 -9.480
Cl -3.669 0.275 -11.776
Cl -5.105 -0.833 -9.518
Cl -3.754 1.713 -9.267
C 1.090 -7.088 2.446
Cl 0.428 -6.893 0.811
Cl 2.067 -5.668 2.853
Cl -0.241 -7.243 3.606
Cl 2.100 -8.543 2.507
C 1.718 6.367 -1.086
Cl 3.127 5.459 -1.659
Cl 1.004 5.520 0.300
Cl 2.220 7.990 -0.601
Cl 0.518 6.480 -2.384
C 5.673 -6.522 4.417
Cl 5.008 -6.338 2.785
Cl 6.640 -5.094 4.825
Cl 4.346 -6.688 5.580
Cl 6.697 -7.966 4.479
C -0.852 0.836 1.729
Cl 0.127 2.311 1.625
Cl 0.216 -0.577 1.911
Cl -1.928 0.938 3.126
Cl -1.813 0.658 0.251
C -6.349 -1.708 -4.993
Cl -5.591 -1.472 -6.579
Cl -7.464 -0.373 -4.667
Cl -7.241 -3.238 -4.986
Cl -5.092 -1.749 -3.739
C -4.481 -0.271 5.907
Cl -3.166 -1.331 5.346
Cl -5.272 -0.991 7.316
Cl -3.813 1.307 6.352
Cl -5.669 -0.069 4.608
C -2.026 -3.091 9.611
Cl -2.683 -2.845 7.984
Cl -0.975 -1.730 10.035
Cl -3.364 -3.188 10.770
Cl -1.092 -4.597 9.656
C -5.729 4.028 9.027
Cl -6.996 4.522 7.892
Cl -4.199 4.809 8.583
Cl -6.184 4.513 10.668
Cl -5.536 2.270 8.962
C -4.682 -7.568 0.038
Cl -5.324 -7.344 -1.599
Cl -3.634 -6.196 0.450
Cl -6.024 -7.660 1.192
Cl -3.740 -9.068 0.104
C -0.081 10.838 1.714
Cl -1.380 11.239 0.578
Cl 1.378 11.752 1.290
Cl -0.585 11.257 3.359
Cl 0.270 9.103 1.623
C 8.568 4.409 -3.416
Cl 7.004 3.811 -2.828
Cl 8.351 6.011 -4.142
Cl 9.702 4.523 -2.061
Cl 9.210 3.290 -4.632
C 6.010 9.769 0.159
Cl 7.095 11.135 -0.144
Cl 5.868 8.788 -1.312
Cl 6.664 8.774 1.471
Cl 4.409 10.377 0.620
C -6.746 -3.931 2.401
Cl -5.351 -4.900 2.899
Cl -6.727 -3.732 0.637
Cl -8.239 -4.749 2.887
Cl -6.657 -2.340 3.178
C -11.339 4.116 8.194
Cl -10.554 4.332 6.618
Cl -12.327 5.539 8.561
Cl -12.370 2.676 8.147
Cl -10.102 3.916 9.446
C 11.459 0.064 -5.766
Cl 10.355 0.733 -6.983
Cl 10.543 -0.939 -4.627
Cl 12.691 -0.925 -6.566
Cl 12.240 1.389 -4.889
C 1.637 -1.176 -12.765
Cl 2.604 0.297 -12.948
Cl 2.715 -2.562 -12.544
Cl 0.563 -1.004 -11.358
Cl 0.658 -1.423 -14.220
C -4.935 1.297 12.994
Cl -6.616 1.703 12.595
Cl -3.844 2.473 12.237
Cl -4.720 1.339 14.751
Cl -4.560 -0.329 12.392

Properties
LUMO energy (eV): -5.1
Kohn-Sham gap (eV): 7.101
HOMO energy (eV): -12.19
Charge: +1

=====

# C30H70ClN10O14

A cluster of 11 separate species, C30H70ClN10O14 in total at a distorted geometry (ωB97M-V/def2-TZVPD, the OMol25 dataset).

Element x y z (Å)
Cl 5.772 -8.333 7.028
O 5.772 -8.236 5.617
O 5.118 -9.566 7.476
O 7.147 -8.483 7.405
O 5.168 -7.185 7.634
C 5.138 -8.575 10.753
C 4.639 -9.341 11.874
O 4.632 -10.519 11.965
N 4.225 -8.537 12.889
C 3.444 -9.061 14.041
H 6.033 -8.018 11.029
H 4.503 -7.783 10.355
H 5.546 -9.249 10.000
H 4.228 -7.534 12.768
H 3.104 -10.075 13.830
H 2.609 -8.364 13.969
H 4.129 -8.917 14.876
C 7.417 -13.451 1.445
C 6.677 -12.263 2.076
O 5.622 -12.434 2.690
N 7.242 -11.057 1.869
C 6.733 -9.805 2.472
H 7.954 -14.120 2.118
H 8.137 -13.116 0.699
H 6.610 -13.948 0.906
H 8.164 -11.137 1.465
H 7.672 -9.325 2.744
H 6.063 -9.960 3.318
H 6.258 -9.115 1.775
C 2.719 -13.816 3.586
C 2.371 -12.491 4.248
O 1.326 -12.405 4.840
N 3.269 -11.492 4.128
C 3.303 -10.339 4.963
H 1.756 -14.093 3.157
H 2.786 -14.500 4.432
H 3.676 -13.999 3.096
H 4.177 -11.846 3.865
H 4.070 -10.654 5.670
H 2.582 -10.239 5.774
H 3.577 -9.352 4.592
C 8.671 -7.220 9.862
C 9.003 -5.994 10.646
O 9.198 -6.065 11.861
N 8.927 -4.789 10.054
C 9.090 -3.505 10.785
H 9.253 -7.223 8.940
H 7.590 -7.139 9.748
H 8.876 -8.175 10.346
H 8.849 -4.788 9.047
H 9.955 -2.913 10.486
H 9.188 -3.591 11.867
H 8.178 -2.911 10.729
C 8.065 -11.930 5.589
C 8.916 -11.005 4.738
O 9.556 -11.406 3.771
N 8.885 -9.748 5.049
C 9.858 -8.731 4.476
H 7.052 -11.601 5.820
H 8.642 -12.254 6.455
H 7.904 -12.844 5.018
H 8.125 -9.480 5.658
H 10.803 -9.268 4.389
H 9.908 -7.777 5.001
H 9.733 -8.403 3.444
C 6.482 -12.656 9.059
C 7.812 -13.306 8.945
O 7.998 -14.311 8.294
N 8.885 -12.696 9.531
C 8.850 -11.502 10.312
H 5.729 -13.442 9.118
H 6.141 -12.095 8.189
H 6.437 -11.998 9.927
H 9.730 -13.230 9.386
H 8.190 -11.534 11.179
H 8.659 -10.535 9.845
H 9.789 -11.298 10.826
C 0.089 -7.092 12.191
C 1.119 -7.032 11.148
O 2.187 -6.453 11.299
N 0.891 -7.735 10.062
C 1.816 -7.798 8.899
H 0.647 -7.382 13.081
H -0.677 -7.825 11.933
H -0.245 -6.062 12.313
H 0.021 -8.230 10.198
H 2.335 -8.723 9.153
H 2.552 -7.002 8.790
H 1.296 -7.729 7.944
C 1.800 -3.654 9.086
C 3.298 -3.521 9.334
O 3.893 -2.664 8.690
N 3.871 -4.569 9.983
C 5.267 -4.838 10.345
H 1.666 -4.063 8.085
H 1.328 -2.671 9.103
H 1.314 -4.282 9.832
H 3.382 -5.453 9.974
H 5.864 -5.095 9.470
H 5.236 -5.751 10.940
H 5.861 -4.083 10.862
C 4.848 -1.296 6.284
C 5.821 -2.362 5.947
O 6.512 -2.245 4.912
N 6.005 -3.303 6.952
C 7.097 -4.305 6.960
H 3.816 -1.636 6.193
H 5.123 -0.570 5.519
H 5.104 -0.778 7.208
H 5.383 -3.159 7.734
H 7.335 -4.667 7.960
H 8.023 -4.029 6.456
H 6.767 -5.193 6.421
C 2.789 -5.847 5.502
C 2.521 -4.680 4.558
O 1.370 -4.252 4.548
N 3.543 -4.167 3.925
C 3.261 -3.009 3.041
H 3.618 -6.401 5.061
H 1.976 -6.559 5.645
H 3.207 -5.457 6.430
H 4.469 -4.549 4.053
H 3.882 -2.200 3.426
H 2.209 -2.775 2.874
H 3.717 -3.195 2.069

Properties
LUMO energy (spin up / spin down) (eV): -1.1 / -6.4
Kohn-Sham gap (spin up / spin down) (eV): 7.160 / 1.829
HOMO energy (spin up / spin down) (eV): -8.26 / -8.26
Spin multiplicity: 2
⟨S²⟩: 0.78